# 1
{"formula": "C3H6ClO3S", "method": "ωB97M-V/def2-TZVPD", "e_homo_ev": [-1.7, -6.1], "lumo_ev": [3.55, 1.19], "orbital_gap_ev": [5.23, 7.27], "spin_multiplicity": 3, "total_charge": -1, "e_above_lowest_kj_mol": 0.0, "symbols": ["C", "C", "C", "O", "O", "O", "S", "Cl", "H", "H", "H", "H", "H", "H"], "positions_angstrom": [[-0.5051, -0.5778, -1.3581], [1.3140, 1.0232, -0.6423], [0.3112, 0.6206, -1.7020], [0.3522, 1.2165, -2.7459], [-0.7012, -0.8444, 4.1679], [0.1766, 0.0119, 2.1327], [-0.5369, -1.1177, 2.7353], [-2.7171, -0.8221, 1.9315], [-1.3081, -0.3508, -0.7507], [-0.0727, -1.1777, -0.6627], [-0.9494, -1.1339, -2.2072], [1.9879, 0.1837, -0.5547], [0.9280, 0.9191, 0.3244], [1.7206, 2.0495, -0.6681]]}


# 2
{"formula": "C3H6EuO4", "method": "ωB97M-V/def2-TZVPD", "e_homo_ev": [-16.7, -17.4], "lumo_ev": [-10.98, -10.97], "orbital_gap_ev": [5.77, 6.40], "spin_multiplicity": 8, "total_charge": 2, "e_above_lowest_kj_mol": 351.1, "symbols": ["O", "O", "C", "O", "H", "Eu", "O", "H", "C", "C", "H", "H", "H", "H"], "positions_angstrom": [[2.3123, -0.2116, -1.2559], [4.1259, -0.8233, -0.0679], [3.1513, 0.0192, -0.3363], [3.0499, 1.0656, 0.3652], [-1.8488, 1.7555, 0.2284], [1.0742, 1.7573, -0.7069], [-1.2356, 1.1321, -0.1829], [3.9938, -1.6540, -0.5448], [-1.7286, -0.1876, -0.1593], [-2.8855, -0.4923, 0.6919], [-1.8366, -0.8175, 1.3286], [-3.6924, -1.0032, 0.1489], [-1.1835, -0.8448, -0.8374], [-3.2964, 0.3047, 1.3284]]}


# 3
{"formula": "C3H6F2N2", "method": "ωB97M-V/def2-TZVPD", "e_homo_ev": -9.1, "lumo_ev": 0.78, "orbital_gap_ev": 9.90, "spin_multiplicity": 1, "smiles": "N[C@H]1[C@H](N)C1(F)F", "total_charge": 0, "e_above_lowest_kj_mol": 130.9, "symbols": ["N", "C", "C", "N", "C", "F", "F", "H", "H", "H", "H", "H", "H"], "positions_angstrom": [[2.1942, -0.4441, -0.1103], [0.8646, -0.1757, 0.4486], [-0.0545, 1.0337, 0.1238], [-0.8746, 1.6309, 1.1492], [-0.3686, -0.3374, -0.3543], [-1.4251, -0.9882, 0.2598], [-0.3901, -0.7055, -1.6886], [2.4422, 0.3757, -0.6987], [2.8091, -0.4586, 0.7068], [0.7676, -0.6566, 1.4377], [0.2370, 1.7334, -0.6355], [-0.2925, 1.8846, 1.9813], [-1.5136, 0.9328, 1.4872]]}


# 4
{"formula": "C3H6F2N2", "method": "ωB97M-V/def2-TZVPD", "e_homo_ev": -9.7, "lumo_ev": 0.96, "orbital_gap_ev": 10.68, "spin_multiplicity": 1, "smiles": "FC1=NC[C@H](F)N1.[H][H]", "total_charge": 0, "e_above_lowest_kj_mol": 180.1, "symbols": ["F", "C", "N", "C", "C", "F", "N", "H", "H", "H", "H", "H", "H"], "positions_angstrom": [[0.5247, 0.5235, 2.2826], [0.3888, 0.3323, 0.9387], [1.4403, 0.7307, 0.3596], [1.3231, 0.2987, -1.0548], [-0.1177, -0.3187, -1.2141], [-0.7671, 0.5060, -2.1068], [-0.4937, -0.4631, 0.1900], [2.2242, -0.3026, -1.3422], [1.2980, 1.1770, -1.7225], [-0.2204, -1.2689, -1.8278], [-1.2352, -1.0180, 0.5423], [-2.5261, 0.0025, 2.3837], [-1.8388, -0.1993, 2.5714]]}


# 5
{"formula": "C3H6F2O2PS", "method": "ωB97M-V/def2-TZVPD", "e_homo_ev": -4.5, "lumo_ev": 3.56, "orbital_gap_ev": 8.08, "spin_multiplicity": 1, "total_charge": -1, "e_above_lowest_kj_mol": 116.6, "symbols": ["C", "C", "C", "O", "O", "F", "F", "P", "S", "H", "H", "H", "H", "H", "H"], "positions_angstrom": [[1.0658, 0.4061, 0.2380], [-0.0477, -0.2470, -0.5159], [-1.7891, 0.9176, -0.2157], [-4.4954, 0.9008, 0.0004], [-3.0842, 0.0794, 1.9428], [-1.9413, 1.5413, -1.4002], [-1.4016, 1.8654, 0.6666], [-3.3592, 0.0220, 0.3280], [-3.2698, -1.8650, -0.2374], [1.3506, 1.3502, -0.2234], [1.9421, -0.2503, 0.2567], [0.7679, 0.6020, 1.2684], [0.0107, -0.2199, -1.5956], [-0.3820, -1.2005, -0.1309], [-2.6499, -0.7343, 2.1975]]}


# 6
{"formula": "C3H6F2S", "method": "ωB97M-V/def2-TZVPD", "e_homo_ev": -9.4, "lumo_ev": 0.74, "orbital_gap_ev": 10.14, "spin_multiplicity": 1, "smiles": "C[C@@H](S)C(F)F", "total_charge": 0, "e_above_lowest_kj_mol": 36.2, "symbols": ["C", "C", "S", "C", "F", "F", "H", "H", "H", "H", "H", "H"], "positions_angstrom": [[-0.0855, -0.6690, -1.0496], [-0.2146, 0.4393, -0.0015], [-1.7722, 0.4119, 0.8496], [0.8979, 0.1957, 0.9173], [1.1211, 1.0941, 1.9104], [0.6435, -0.9752, 1.5761], [0.7401, -0.4991, -1.7173], [-0.9739, -0.6556, -1.7052], [0.1881, -1.5910, -0.6124], [-0.0411, 1.3679, -0.4518], [-2.4009, 0.7966, -0.1717], [1.8975, 0.0843, 0.4561]]}


# 7
{"formula": "C3H6F3NOS", "method": "ωB97M-V/def2-TZVPD", "e_homo_ev": -9.3, "lumo_ev": 0.69, "orbital_gap_ev": 9.99, "spin_multiplicity": 1, "smiles": "C=[S@](=O)(NC)C(F)(F)F", "total_charge": 0, "e_above_lowest_kj_mol": 75.1, "symbols": ["C", "S", "O", "N", "C", "C", "F", "F", "F", "H", "H", "H", "H", "H", "H"], "positions_angstrom": [[-0.4613, -1.9433, 0.5331], [-1.3553, -1.0104, -0.3970], [-1.8856, -1.5080, -1.6338], [-0.3863, 0.1925, -0.8427], [0.6515, 0.7037, 0.0399], [-2.8527, 0.1008, 0.4439], [-3.9260, 0.5184, -0.2545], [-3.3264, -0.6976, 1.4893], [-2.3588, 1.2245, 1.0542], [-0.7228, -2.9463, 0.6519], [-0.0738, -1.3232, 1.3014], [-0.8848, 0.7784, -1.5889], [1.3197, 1.2785, -0.5486], [0.4432, 1.3853, 0.9375], [1.2638, -0.0098, 0.5232]]}


# 8
{"formula": "C3H6F9O12PtS3", "method": "ωB97M-V/def2-TZVPD", "e_homo_ev": [-10.5, -10.4], "lumo_ev": [-1.24, -5.59], "orbital_gap_ev": [9.29, 4.82], "spin_multiplicity": 4, "total_charge": 0, "symbols": ["Pt", "C", "F", "F", "F", "S", "O", "O", "O", "C", "F", "F", "F", "S", "O", "O", "O", "C", "F", "F", "F", "S", "O", "O", "O", "O", "H", "H", "O", "H", "H", "O", "H", "H"], "positions_angstrom": [[0.1527, 0.0949, -0.2273], [-3.2098, -2.2802, -2.3965], [-2.5680, -2.4279, -3.5488], [-3.6146, -0.9895, -2.3434], [-4.3070, -3.0083, -2.4782], [-2.0387, -2.6729, -0.9582], [-1.1078, -1.5116, -0.8548], [-2.8941, -2.7944, 0.2152], [-1.2503, -3.8286, -1.3489], [2.3079, 3.9412, -1.1846], [2.1396, 3.4844, -2.4053], [3.2727, 4.8936, -1.1332], [1.1646, 4.4554, -0.7262], [2.7082, 2.5351, 0.0692], [3.8627, 1.7607, -0.5000], [3.2085, 3.1657, 1.2913], [1.4884, 1.6962, 0.2313], [0.6602, -1.7256, 4.1324], [1.8133, -0.9649, 4.1632], [0.8671, -2.9879, 3.8620], [0.2103, -1.6568, 5.4174], [-0.7930, -0.8919, 2.9469], [-1.2662, 0.3477, 3.6071], [-0.0799, -0.5254, 1.7294], [-1.7936, -1.9151, 2.6556], [0.1542, 0.7221, -2.2553], [0.6084, 0.4572, -3.0551], [-0.3933, 1.4601, -2.5234], [1.8488, -1.0633, -0.8057], [2.7940, -0.9259, -0.7437], [1.7554, -1.9867, -1.0402], [-1.6692, 1.4095, -0.0109], [-1.5648, 2.0559, 0.6873], [-2.4662, 1.6772, -0.4686]]}


# 9
{"formula": "C3H6FI", "method": "ωB97M-V/def2-TZVPD", "e_homo_ev": -9.7, "lumo_ev": 0.56, "orbital_gap_ev": 10.24, "spin_multiplicity": 1, "smiles": "CC(C)(F)I", "total_charge": 0, "e_above_lowest_kj_mol": 44.1, "symbols": ["C", "C", "C", "F", "I", "H", "H", "H", "H", "H", "H"], "positions_angstrom": [[-0.2726, 0.1730, -1.3112], [0.4907, 0.2744, 0.0598], [-0.3909, -0.4840, 1.2567], [0.5295, 1.6172, 0.3928], [2.5319, -0.3088, -0.0623], [0.4293, 0.3673, -2.0840], [-0.7168, -0.7603, -1.2638], [-1.0264, 0.9279, -1.4398], [-0.0592, -0.1196, 2.1942], [-0.0385, -1.4280, 1.2188], [-1.4771, -0.2590, 1.0388]]}


# 10
{"formula": "C3H6FIO2", "method": "ωB97M-V/def2-TZVPD", "e_homo_ev": -9.5, "lumo_ev": 0.05, "orbital_gap_ev": 9.56, "spin_multiplicity": 1, "total_charge": 0, "e_above_lowest_kj_mol": 257.4, "symbols": ["C", "C", "C", "O", "O", "F", "I", "H", "H", "H", "H", "H", "H"], "positions_angstrom": [[0.3854, 2.1516, -0.0535], [0.6905, -2.0497, 0.3366], [-0.9000, -0.4077, -0.2736], [0.2227, 0.8543, 0.5085], [-0.6528, -1.5393, 0.3577], [-0.4773, -0.1894, -1.5483], [-2.9611, 0.1072, 0.0465], [0.2243, 2.7653, 0.8137], [-0.5204, 2.3536, -0.6467], [1.1900, 2.2553, -0.6519], [0.5661, -2.7380, 1.1573], [1.2230, -1.0489, 0.5937], [1.0096, -2.5143, -0.6398]]}


# 11
{"formula": "C3H6FN2O", "method": "ωB97M-V/def2-TZVPD", "e_homo_ev": -14.6, "lumo_ev": -5.44, "orbital_gap_ev": 9.17, "spin_multiplicity": 1, "total_charge": 1, "e_above_lowest_kj_mol": 345.5, "symbols": ["C", "C", "C", "N", "N", "O", "F", "H", "H", "H", "H", "H", "H"], "positions_angstrom": [[0.4315, -1.3982, 0.5385], [1.0100, 0.7638, -0.3563], [-0.4646, 0.7591, -0.4019], [-0.9783, -0.5643, -0.4546], [1.3515, -0.4843, 0.3330], [-2.2108, -0.9765, -0.0866], [-0.8382, 1.5069, 0.7641], [0.1687, -2.3837, 1.0701], [1.3219, 0.7198, -1.4355], [1.3440, 1.6209, 0.2206], [-0.8875, 1.3163, -1.2086], [2.3161, -0.6222, 0.6169], [-2.5641, -0.2577, 0.4002]]}


# 12
{"formula": "C3H6FN2S", "method": "ωB97M-V/def2-TZVPD", "e_homo_ev": [-11.6, -15.3], "lumo_ev": [-3.41, -7.05], "orbital_gap_ev": [8.22, 8.24], "spin_multiplicity": 3, "total_charge": 1, "symbols": ["C", "C", "C", "N", "N", "F", "S", "H", "H", "H", "H", "H", "H"], "positions_angstrom": [[-1.8999, 0.4650, -0.0522], [-1.9616, -1.1706, 0.0065], [-0.5065, 1.0231, 0.1512], [-0.9275, -1.8382, 0.2485], [0.6372, 0.1737, -0.3322], [-3.1359, -1.6629, -0.2054], [-3.1945, 1.2964, 0.0442], [-0.3506, 1.3930, 1.1875], [-0.4123, 1.8888, -0.4599], [-1.2019, -2.8012, 0.5080], [0.3360, -0.7928, -0.0057], [1.6005, 0.4922, 0.0240], [0.6758, 0.3476, -1.3011]]}